Record 1
The following is a DFT calculation (ωB97M-V/def2-TZVPD) of an isolated molecule of C3H6N2O2.

Geometry as XYZ:
```
13
Properties=species:S:1:pos:R:3
N 1.210 -2.085 0.411
C 0.327 -1.027 0.967
C 0.744 0.266 0.200
O 1.871 0.642 0.145
N -0.294 0.981 -0.423
C -1.672 0.756 -0.307
O -2.416 0.890 -1.221
H 2.128 -1.667 0.571
H 1.251 -2.833 1.093
H -0.723 -1.127 0.714
H 0.375 -1.092 2.055
H 0.187 1.637 -1.020
H -1.911 0.503 0.731
```

Summary:
* energy relative to the best compared isomer or geometry (same formula, charge and spin): 171.7 kJ/mol
* HOMO-LUMO gap: 10.9 eV
* energy: -10283.01764 eV
* LUMO level: 0.5859 eV



Record 2
The following is a DFT calculation (ωB97M-V/def2-TZVPD) of an isolated molecule of C3H6N2O2.

Geometry as XYZ:
```
13
Properties=species:S:1:pos:R:3
N 0.053 2.237 -0.335
C 0.350 0.830 -0.463
C -0.422 0.029 0.576
O -0.858 0.555 1.562
N -0.763 -1.309 0.285
C 0.200 -2.220 -0.073
O -0.055 -3.371 -0.300
H -0.354 2.468 0.555
H 0.832 2.817 -0.594
H 0.162 0.483 -1.482
H 1.415 0.642 -0.244
H -1.704 -1.513 0.592
H 1.145 -1.649 -0.078
```

Summary:
* energy relative to the best compared isomer or geometry (same formula, charge and spin): 142.0 kJ/mol
* HOMO-LUMO gap: 10.3 eV
* energy: -10283.32564 eV
* LUMO level: 0.6567 eV



Record 3
The following is a DFT calculation (ωB97M-V/def2-TZVPD) of a structure of composition C3H6N2O2.

Geometry as XYZ:
```
13
Properties=species:S:1:pos:R:3
C -0.489 -0.318 -0.113
C 0.903 -0.066 -0.657
N -1.535 -0.331 -0.987
O -0.597 -1.262 0.845
O -0.403 1.248 0.740
C 1.574 0.640 0.477
N 2.406 0.690 1.304
H 0.280 -1.373 1.259
H -0.444 1.135 1.702
H -2.428 -0.399 -0.510
H -1.524 0.441 -1.641
H 1.406 -1.006 -0.898
H 0.850 0.600 -1.521
```

Summary:
* energy relative to the best compared isomer or geometry (same formula, charge and spin): 296.3 kJ/mol
* HOMO-LUMO gap: 10.0 eV
* energy: -10281.72692 eV
* LUMO level: 0.5020 eV



Q: energy of number 1 (C3H6N2O2)?
A: -10283.01764 eV



Copy entry 3 word for word.
The following is a DFT calculation (ωB97M-V/def2-TZVPD) of a structure of composition C3H6N2O2.

Geometry as XYZ:
```
13
Properties=species:S:1:pos:R:3
C -0.489 -0.318 -0.113
C 0.903 -0.066 -0.657
N -1.535 -0.331 -0.987
O -0.597 -1.262 0.845
O -0.403 1.248 0.740
C 1.574 0.640 0.477
N 2.406 0.690 1.304
H 0.280 -1.373 1.259
H -0.444 1.135 1.702
H -2.428 -0.399 -0.510
H -1.524 0.441 -1.641
H 1.406 -1.006 -0.898
H 0.850 0.600 -1.521
```

Summary:
* energy relative to the best compared isomer or geometry (same formula, charge and spin): 296.3 kJ/mol
* HOMO-LUMO gap: 10.0 eV
* energy: -10281.72692 eV
* LUMO level: 0.5020 eV



Q: The highest LUMO level belongs to which entry?
A: number 2



Q: Which formula does entry 1 have?
A: C3H6N2O2